No. 1
73
Properties=species:S:1:pos:R:3:forces:R:3 method="wB97M-V/def2-TZVPD" e_above_lowest_kcal_mol=0.00 homo_lumo_gap_ev=8.6 smiles="COC[C@H](C)N.COCCNCCOC.COCCNCCOC.NC(N)=O" lumo_ev=0.60
C -0.976 1.678 3.637 0.0 -0.1 -1.0
O -1.410 0.592 2.817 0.4 -0.6 0.9
C -2.362 -0.248 3.473 -0.3 0.8 -0.1
C -2.411 -1.663 2.952 0.0 -0.9 -0.6
C -2.487 -1.793 1.443 -0.4 0.6 -0.5
N -3.622 -2.274 3.533 0.2 -0.3 0.4
H -1.057 1.462 4.701 0.0 -0.1 0.0
H -1.558 2.568 3.381 -0.1 0.1 0.3
H 0.061 1.857 3.351 0.0 0.1 0.2
H -2.174 -0.305 4.553 0.2 0.2 0.0
H -3.336 0.244 3.357 -0.2 -0.4 0.0
H -1.509 -2.220 3.245 0.1 0.3 0.2
H -3.352 -1.246 1.048 -0.1 -0.1 0.1
H -2.586 -2.831 1.120 0.0 -0.1 0.2
H -1.631 -1.377 0.919 0.2 0.0 0.2
H -3.433 -2.522 4.503 -0.1 0.2 0.0
H -3.799 -3.174 3.100 0.0 0.1 -0.2
C 1.194 -0.313 -6.741 -0.4 0.2 0.0
O -0.040 0.351 -6.549 0.2 -0.2 0.0
C -0.440 0.337 -5.201 -0.3 0.6 0.4
C -1.750 1.109 -5.056 0.7 0.0 1.0
N -2.186 0.958 -3.678 -0.5 -0.5 0.4
C -3.339 1.732 -3.264 0.4 0.4 -0.7
C -3.528 1.608 -1.771 -0.6 -0.7 -0.6
O -2.559 2.388 -1.103 0.0 0.5 0.1
C -3.025 2.905 0.119 -0.9 -0.7 0.6
H 1.338 -0.343 -7.818 0.2 -0.2 0.0
H 1.149 -1.314 -6.300 0.1 -0.1 -0.2
H 2.034 0.213 -6.275 -0.1 0.1 0.0
H 0.310 0.831 -4.568 0.1 -0.1 0.0
H -0.592 -0.669 -4.794 0.1 -0.1 -0.2
H -2.489 0.658 -5.719 -0.1 0.4 -0.2
H -1.546 2.175 -5.231 -0.3 -0.1 -0.7
H -1.434 1.070 -3.008 0.3 0.0 -0.2
H -4.226 1.404 -3.817 0.0 -0.3 0.2
H -3.236 2.798 -3.548 0.0 0.0 0.3
H -3.426 0.542 -1.525 0.2 0.1 0.2
H -4.557 1.862 -1.495 0.1 0.5 0.1
H -2.313 3.586 0.572 0.2 0.0 -0.2
H -3.246 2.084 0.822 0.4 0.0 0.1
H -4.002 3.396 0.016 0.2 0.3 -0.3
C 1.983 -3.427 2.897 0.7 -0.4 0.5
O 1.410 -2.144 2.795 -0.1 -0.3 0.2
C 1.957 -1.237 3.733 0.1 0.6 0.3
C 3.303 -0.663 3.301 -0.5 0.3 0.1
N 3.169 -0.087 1.975 0.0 -0.1 0.2
C 4.226 0.845 1.587 0.1 -1.2 0.1
C 4.122 1.077 0.109 -0.2 1.0 -1.0
O 4.283 -0.149 -0.571 -0.1 -0.3 0.4
C 3.764 -0.112 -1.886 0.3 -0.2 0.0
H 1.436 -4.164 2.316 -0.2 0.3 -0.2
H 1.994 -3.779 3.938 -0.2 0.1 0.0
H 3.040 -3.435 2.599 -0.1 0.0 -0.3
H 2.077 -1.657 4.742 -0.1 -0.4 -0.2
H 1.217 -0.440 3.839 0.1 0.1 -0.3
H 4.080 -1.433 3.408 0.1 0.1 -0.2
H 3.538 0.134 4.014 0.1 0.0 0.0
H 3.140 -0.849 1.309 0.0 0.2 -0.2
H 5.215 0.391 1.770 0.1 0.3 0.1
H 4.113 1.743 2.191 0.1 0.2 -0.2
H 4.863 1.789 -0.290 0.2 0.0 0.4
H 3.165 1.546 -0.166 -0.2 -0.3 0.3
H 2.692 0.106 -1.874 0.1 0.2 -0.2
H 3.918 -1.098 -2.327 0.0 0.0 0.1
H 4.338 0.597 -2.492 -0.3 0.2 0.0
N -0.356 0.732 -0.046 0.2 -0.1 -0.2
C 0.312 -0.183 -0.792 0.7 -0.2 -0.1
N 0.974 -1.141 -0.076 -0.2 -0.1 0.3
O 0.364 -0.142 -2.020 -0.3 0.0 0.1
H -0.323 0.705 0.962 -0.4 -0.1 -0.1
H -1.052 1.267 -0.545 0.0 0.3 0.3
H 1.610 -1.764 -0.536 -0.1 0.1 -0.3
H 0.980 -1.140 0.933 0.0 0.0 -0.1

No. 2
8
Properties=species:S:1:pos:R:3:forces:R:3 method="wB97M-V/def2-TZVPD" e_above_lowest_kcal_mol=5.18 homo_lumo_gap_ev=6.5 total_charge=-1 lumo_ev=3.85
C -1.514 -0.607 -0.063 0.0 2.2 0.7
N -1.495 -1.694 -0.399 0.0 -2.6 -0.9
N 1.284 -0.260 -1.307 -0.6 0.6 -0.6
N 1.371 -0.547 -0.238 1.6 -1.0 -0.3
O 1.688 -1.042 0.788 -0.5 0.1 0.9
O 0.725 1.714 0.856 1.3 -0.4 1.0
O -1.595 0.576 0.377 -1.2 -0.8 0.8
S -0.464 1.861 -0.015 -0.6 1.8 -1.6

No. 3
177
Properties=species:S:1:pos:R:3:forces:R:3 method="wB97M-V/def2-TZVPD" homo_lumo_gap_ev=5.3 total_charge=-2 lumo_ev=2.62
Cs 0.256 0.347 -0.246 1.3 -1.4 -2.3
C -3.261 -3.785 6.259 0.0 0.0 -0.1
C -3.875 -3.405 4.903 0.0 0.0 0.1
C -4.921 -2.313 5.137 0.1 -0.1 0.0
C -4.595 -4.628 4.311 0.0 0.1 0.0
C -2.785 -2.953 3.939 -0.2 0.3 0.0
C -2.737 -1.710 3.392 -0.2 -0.1 0.1
C -1.703 -1.341 2.483 0.0 0.0 -0.3
N -1.586 -0.173 1.873 -0.1 -0.1 0.4
C -2.475 0.794 1.705 0.0 0.2 0.1
C -3.889 0.660 1.804 -0.2 0.0 0.0
C -4.715 1.726 1.639 -0.1 -0.3 0.1
C -4.117 2.993 1.371 0.3 0.1 0.0
C -2.784 3.216 1.192 -0.2 0.2 -0.3
C -1.869 2.082 1.313 -0.2 0.0 0.2
O -0.645 2.151 1.128 -0.9 1.7 1.1
C -2.353 4.644 0.804 0.0 0.1 0.1
C -0.860 4.837 0.507 -0.1 -0.2 0.0
C -2.715 5.588 1.964 0.0 0.0 0.0
C -3.111 5.068 -0.465 0.0 0.0 0.1
C -6.235 1.623 1.672 -0.1 0.0 -0.1
C -6.707 0.213 2.030 0.1 0.1 0.0
C -6.800 1.991 0.291 0.0 0.0 0.1
C -6.802 2.589 2.724 0.1 0.0 0.0
C -0.575 -2.258 2.211 0.0 0.2 0.0
O 0.412 -1.849 1.583 0.0 -0.6 0.4
C -0.732 -3.625 2.714 0.0 -0.4 0.1
C -1.778 -3.888 3.549 0.3 0.0 -0.2
C 0.250 -4.775 2.424 0.1 0.0 0.0
C 1.232 -4.499 1.277 -0.2 0.1 0.1
C 1.061 -5.063 3.697 0.0 0.0 -0.1
C -0.539 -6.037 2.028 0.0 0.1 0.0
H -4.039 -4.141 6.941 0.0 0.0 0.0
H -2.775 -2.918 6.711 0.0 0.0 0.0
H -2.514 -4.573 6.150 0.0 0.0 0.0
H -5.682 -2.673 5.832 0.0 0.0 0.0
H -5.416 -2.045 4.201 0.0 0.1 0.0
H -4.468 -1.417 5.565 0.0 0.0 0.0
H -5.433 -4.923 4.948 0.0 0.0 0.0
H -3.922 -5.482 4.218 0.0 0.0 0.0
H -4.979 -4.393 3.317 0.0 0.0 0.0
H -3.434 -0.940 3.689 0.0 0.0 0.0
H -4.281 -0.342 1.912 0.0 0.0 0.1
H -4.789 3.836 1.247 0.0 0.0 0.0
H -0.243 4.542 1.350 0.1 0.0 0.0
H -0.684 5.897 0.295 0.0 0.0 0.0
H -0.549 4.254 -0.359 0.0 0.0 0.0
H -2.151 5.309 2.857 0.0 0.0 0.0
H -3.780 5.548 2.204 0.0 0.0 0.0
H -2.461 6.620 1.704 0.0 0.0 0.0
H -2.907 4.357 -1.267 0.0 0.0 0.0
H -2.778 6.057 -0.789 0.0 0.0 0.0
H -4.191 5.110 -0.307 0.0 0.0 0.0
H -6.379 -0.515 1.286 0.0 0.0 0.0
H -7.799 0.187 2.066 0.0 0.0 0.0
H -6.326 -0.086 3.009 0.0 -0.1 0.0
H -6.404 1.315 -0.470 0.0 0.0 0.0
H -6.527 3.009 0.010 0.0 0.0 0.0
H -7.891 1.913 0.289 0.0 0.0 0.0
H -6.407 2.347 3.713 0.0 0.0 0.0
H -7.892 2.513 2.758 0.0 0.0 0.0
H -6.541 3.625 2.506 0.0 0.0 0.0
H -1.841 -4.882 3.976 0.0 0.0 0.0
H 1.885 -3.666 1.513 0.1 0.0 -0.1
H 0.704 -4.258 0.354 0.1 0.0 -0.1
H 1.838 -5.393 1.102 0.0 0.0 0.0
H 1.613 -4.172 4.001 0.0 0.0 0.0
H 1.773 -5.873 3.516 0.0 0.0 0.0
H 0.408 -5.358 4.523 0.0 0.0 0.0
H -1.218 -5.815 1.203 0.0 0.0 0.0
H -1.122 -6.442 2.857 0.0 0.0 0.0
H 0.154 -6.815 1.700 0.0 0.0 0.0
N 4.106 1.570 2.298 0.0 0.1 -0.3
P 2.673 0.562 2.232 0.3 -0.5 1.0
C 1.465 1.594 3.154 -0.1 0.0 0.0
C 0.465 0.895 3.831 0.0 0.1 -0.1
C -0.515 1.569 4.538 0.0 0.0 0.0
C -0.506 2.956 4.585 0.0 0.0 0.0
C 0.486 3.658 3.918 0.0 0.0 0.0
C 1.462 2.982 3.199 0.0 0.0 0.1
C 3.174 -0.409 3.738 0.1 0.1 -0.1
C 3.325 -1.786 3.660 -0.1 0.0 -0.1
C 3.744 -2.516 4.766 0.0 -0.1 0.1
C 4.010 -1.872 5.963 0.0 0.0 0.0
C 3.865 -0.492 6.052 0.0 0.0 0.0
C 3.454 0.234 4.946 0.1 -0.1 0.0
C 4.196 2.415 1.216 -0.1 0.1 -0.1
C 5.341 3.134 0.855 0.1 -0.1 0.0
C 5.239 4.009 -0.212 -0.1 -0.1 0.1
C 4.027 4.150 -0.879 0.0 0.0 -0.1
C 2.954 3.371 -0.470 0.1 0.2 0.1
N 3.044 2.521 0.550 -0.1 0.3 -0.1
H 4.959 1.119 2.595 0.0 -0.1 0.0
H 0.457 -0.188 3.792 0.0 0.0 0.0
H -1.291 1.011 5.051 0.0 0.0 0.0
H -1.271 3.488 5.139 0.0 0.0 0.0
H 0.492 4.742 3.946 0.0 0.0 0.0
H 2.214 3.542 2.659 0.0 0.0 0.0
H 3.108 -2.282 2.722 0.0 0.0 0.0
H 3.870 -3.590 4.692 0.0 0.0 0.0
H 4.330 -2.440 6.828 0.0 0.0 0.0
H 4.073 0.015 6.988 0.0 0.0 0.0
H 3.343 1.309 5.013 0.0 0.0 0.0
H 6.264 3.000 1.403 0.0 0.0 0.0
H 6.107 4.577 -0.524 0.0 0.0 0.0
H 3.922 4.821 -1.721 0.0 0.0 0.0
H 1.991 3.427 -0.970 0.0 -0.1 -0.1
N -2.168 -3.747 -5.219 -0.1 -0.1 0.2
C -1.827 -2.426 -5.073 -0.1 0.2 -0.2
C -1.466 -1.910 -3.814 0.1 0.0 0.1
N -1.169 -0.639 -3.645 0.0 -0.2 0.1
C -1.228 0.157 -4.721 -0.1 0.0 -0.1
C -1.606 -0.348 -5.948 0.0 0.0 0.1
N -1.906 -1.636 -6.138 0.0 -0.2 0.1
H -1.773 -4.385 -4.546 0.0 0.0 -0.1
H -2.218 -4.073 -6.169 0.1 0.0 0.0
H -1.391 -2.562 -2.950 0.0 0.0 0.0
H -0.946 1.189 -4.566 0.0 0.0 0.0
H -1.672 0.290 -6.822 0.0 0.0 0.0
N 4.303 -0.315 -0.728 -0.3 -0.1 0.0
C 4.667 -1.406 -0.034 0.1 -0.2 -0.2
N 3.926 -2.509 -0.205 -0.2 0.3 0.0
S 6.030 -1.400 0.949 0.2 0.1 0.3
H 3.396 -0.235 -1.171 0.2 0.0 0.1
H 4.798 0.543 -0.566 0.0 0.0 0.1
H 3.150 -2.553 -0.854 0.0 -0.2 0.0
H 4.230 -3.362 0.223 0.0 0.0 0.0
C -0.751 4.243 -6.116 0.1 -0.1 0.2
Si -1.199 4.321 -4.267 -0.1 0.2 -0.3
C -3.076 4.028 -4.220 0.2 -0.1 0.2
C -0.929 6.122 -3.727 0.0 -0.2 0.1
C -0.214 3.153 -3.291 -0.4 0.5 -0.2
C 0.503 2.317 -2.727 -0.4 0.2 -0.1
H -1.396 4.887 -6.719 -0.1 0.0 0.1
H -0.853 3.222 -6.494 0.0 0.0 0.0
H 0.284 4.550 -6.284 0.0 0.0 0.0
H -3.572 4.517 -5.062 0.1 0.1 0.0
H -3.516 4.421 -3.300 0.0 0.0 0.0
H -3.310 2.962 -4.267 0.0 0.0 0.0
H -1.606 6.805 -4.246 0.0 0.0 0.0
H 0.096 6.443 -3.921 0.0 0.0 0.0
H -1.107 6.218 -2.653 0.0 0.0 0.0
F -0.140 -9.764 -1.895 0.0 0.0 0.0
C 0.284 -8.511 -2.143 0.0 0.1 0.0
C -0.622 -7.483 -2.325 0.0 0.0 0.0
F -1.939 -7.741 -2.246 0.0 0.0 0.0
C -0.173 -6.205 -2.592 0.4 0.0 0.0
F -1.112 -5.255 -2.764 -0.1 0.0 0.0
C 1.184 -5.871 -2.704 -0.2 -0.6 0.2
Se 1.768 -4.154 -3.110 0.1 0.7 -0.1
C 2.064 -6.943 -2.495 -0.2 0.2 0.0
F 3.385 -6.740 -2.561 0.1 -0.1 0.0
C 1.635 -8.227 -2.228 0.0 -0.1 0.0
F 2.525 -9.220 -2.048 0.0 -0.1 0.0
C 2.633 -0.325 -3.945 -0.1 -0.1 -0.2
As 3.054 1.445 -3.212 1.1 -0.1 -0.1
C 2.752 2.444 -4.871 -0.1 0.1 0.0
C 5.138 1.218 -3.459 -0.4 0.1 0.2
C 5.700 1.400 -4.809 0.1 0.0 -0.2
C 5.990 2.677 -5.306 0.0 -0.1 0.1
C 6.496 2.859 -6.581 0.0 0.0 0.0
C 6.735 1.766 -7.405 0.0 0.0 0.0
C 6.449 0.492 -6.934 0.0 0.0 -0.1
C 5.941 0.313 -5.657 -0.1 0.0 0.1
H 3.128 -0.448 -4.910 0.0 0.0 0.0
H 1.557 -0.432 -4.082 0.0 0.1 0.0
H 2.973 -1.125 -3.284 0.0 0.0 0.0
H 3.452 2.147 -5.650 0.0 0.0 0.0
H 2.841 3.515 -4.686 0.0 0.0 0.0
H 1.734 2.244 -5.189 -0.1 0.0 0.0
H 5.345 0.217 -3.077 0.0 0.0 0.0
H 5.561 1.951 -2.767 0.0 0.0 0.0
H 5.801 3.534 -4.669 0.0 0.0 0.0
H 6.705 3.860 -6.942 0.0 0.0 0.0
H 7.139 1.905 -8.400 0.0 0.0 0.0
H 6.626 -0.371 -7.565 0.0 0.0 0.0
H 5.733 -0.689 -5.296 0.0 0.0 0.0

No. 4
10
Properties=species:S:1:pos:R:3:forces:R:3 method="wB97M-V/def2-TZVPD" e_above_lowest_kcal_mol=35.26 homo_lumo_gap_ev=11.4 smiles="O=C=NC=O.N=C=O" lumo_ev=0.42
O 2.604 1.690 0.034 1.3 1.2 -0.5
C 2.085 0.694 0.248 -0.3 0.9 -0.2
N 1.376 -0.186 0.624 -1.0 -1.4 0.6
C 0.925 -1.412 0.178 -0.8 -1.6 1.7
O 1.398 -2.069 -0.696 0.1 0.2 -0.6
H 0.130 -1.843 0.885 0.7 0.8 -1.0
N -1.756 1.157 -0.781 1.4 1.5 -1.4
C -2.137 0.377 0.017 -1.1 0.8 -0.9
O -2.585 -0.440 0.680 -0.3 -1.9 1.9
H -2.040 2.032 -1.188 0.0 -0.3 0.4

Number 1: HOMO -8.02 eV. Number 2: HOMO -2.68 eV. Number 3: HOMO -2.69 eV. Number 4: HOMO -11.00 eV.